[1]
{
  "formula": "C29H39BF4N2OPtS",
  "method": "the ωB97M-V functional and the def2-TZVPD basis",
  "relative_energy_kj_mol": 0.0,
  "max_force_ev_per_a": 0.28,
  "mol_weight_g_mol": 745.6,
  "e_tot_ev": -61368.179,
  "elements": ["Pt", "C", "C", "C", "C", "C", "C", "C", "C", "C", "C", "C", "C", "N", "C", "C", "C", "C", "C", "N", "C", "C", "C", "C", "H", "H", "H", "H", "H", "H", "H", "H", "H", "H", "H", "H", "H", "H", "H", "H", "H", "H", "H", "H", "H", "H", "H", "H", "H", "H", "H", "H", "H", "F", "B", "F", "F", "F", "C", "C", "C", "C", "C", "C", "C", "S", "C", "O", "H", "H", "H", "H", "H", "H", "H", "H", "H", "H"],
  "coordinates": [[0.408924, -0.431372, 0.647773], [-1.157934, -3.753877, -3.675250], [-1.372349, -2.467777, -2.877159], [-2.113308, -1.415621, -3.708597], [-2.120023, -2.713892, -1.577629], [-3.448764, -3.132010, -1.642039], [-4.238292, -3.205364, -0.512713], [-3.719725, -2.813479, 0.713193], [-2.399318, -2.415342, 0.829431], [-1.878328, -1.902930, 2.152604], [-0.813023, -2.796923, 2.793093], [-1.431910, -0.441686, 2.037862], [-1.588732, -2.435225, -0.313167], [-0.208444, -2.107386, -0.174322], [0.732496, -2.828766, -0.718059], [2.022817, -2.316425, -0.710316], [3.235158, -2.825589, -1.176795], [4.169658, -1.844389, -0.932796], [3.514132, -0.745595, -0.328235], [2.202620, -1.030193, -0.190779], [4.277479, 0.513583, 0.024057], [4.855148, 1.090362, -1.279547], [5.434124, 0.135816, 0.962258], [3.436782, 1.580927, 0.699299], [-0.610358, -3.545644, -4.595834], [-2.112697, -4.206388, -3.949904], [-0.596267, -4.496773, -3.105208], [-0.394950, -2.043703, -2.646681], [-3.083533, -1.786690, -4.044668], [-1.529725, -1.159712, -4.595547], [-2.280653, -0.513242, -3.118479], [-3.877610, -3.371267, -2.607379], [-5.269400, -3.524974, -0.589434], [-4.351223, -2.807224, 1.593526], [-2.733573, -1.896665, 2.833304], [0.111274, -2.817424, 2.218660], [-1.184723, -3.818774, 2.882388], [-0.574248, -2.430677, 3.792853], [-1.276430, -0.056498, 0.911484], [-0.758046, -0.122797, 2.828456], [-2.285593, 0.243581, 2.090450], [0.487331, -3.787606, -1.161766], [3.386730, -3.794406, -1.625611], [5.220206, -1.880939, -1.169087], [5.500414, 0.372686, -1.787093], [5.445420, 1.981828, -1.056610], [4.051896, 1.372077, -1.962980], [6.113348, -0.586673, 0.510133], [5.053232, -0.288460, 1.892588], [6.008252, 1.031792, 1.207259], [2.616817, 1.909147, 0.062892], [4.062548, 2.451315, 0.912370], [3.027104, 1.233725, 1.645064], [1.252222, 3.329886, 2.667810], [0.461517, 2.215009, 2.682103], [0.783344, 1.484449, 1.376145], [0.763398, 1.321998, 3.691425], [-0.888855, 2.497029, 2.604971], [3.200524, 4.263965, -2.262570], [1.844355, 3.764186, -1.849525], [1.267096, 2.658953, -2.471357], [0.029012, 2.180200, -2.070198], [-0.639665, 2.825410, -1.043654], [-0.073337, 3.905699, -0.385355], [1.162291, 4.374343, -0.800035], [-2.234426, 2.224183, -0.516648], [-3.209690, 3.051322, -1.781422], [-2.294727, 0.767919, -0.870998], [3.522036, 3.813002, -3.200873], [3.943569, 4.018766, -1.501251], [3.200618, 5.347794, -2.382985], [1.794168, 2.168781, -3.282012], [-0.416464, 1.308062, -2.534312], [-0.577892, 4.354558, 0.461833], [1.615309, 5.210753, -0.281577], [-2.861397, 2.715332, -2.757327], [-3.089295, 4.128781, -1.675552], [-4.249041, 2.767460, -1.625645]],
  "forces_ev_per_angstrom": [[0.061, 0.103, -0.166], [0.001, 0.003, -0.006], [0.008, 0.001, 0.025], [0.001, -0.001, -0.013], [0.003, 0.011, 0.040], [0.008, 0.005, -0.011], [-0.022, 0.001, 0.014], [-0.014, 0.010, -0.010], [0.015, 0.000, -0.026], [0.036, -0.014, 0.064], [-0.025, -0.028, 0.019], [-0.193, 0.125, -0.167], [0.025, -0.039, -0.061], [-0.066, 0.060, 0.016], [0.046, -0.026, 0.026], [-0.029, 0.019, -0.024], [0.008, -0.017, 0.039], [-0.005, 0.008, -0.043], [-0.011, 0.006, 0.013], [-0.046, -0.087, 0.011], [0.002, 0.014, 0.003], [-0.005, -0.020, 0.022], [0.001, 0.018, 0.025], [0.032, 0.029, -0.018], [0.003, -0.001, -0.001], [-0.005, 0.000, 0.000], [-0.002, -0.001, -0.007], [0.011, -0.007, 0.016], [0.004, -0.001, -0.006], [-0.001, 0.001, -0.001], [0.000, -0.005, 0.006], [-0.004, -0.002, 0.001], [0.003, -0.005, 0.001], [0.002, -0.002, 0.002], [-0.005, -0.021, 0.004], [0.002, -0.005, -0.009], [0.005, 0.004, 0.006], [0.005, 0.002, -0.001], [0.096, -0.065, 0.171], [0.045, -0.007, 0.006], [0.018, -0.028, 0.027], [-0.003, 0.012, -0.014], [0.000, 0.005, -0.011], [-0.003, -0.004, 0.005], [0.000, 0.014, -0.005], [0.004, 0.006, 0.006], [-0.007, -0.002, -0.007], [-0.006, -0.013, -0.015], [-0.001, -0.002, -0.002], [-0.001, 0.000, 0.006], [-0.021, -0.019, 0.015], [-0.003, -0.012, -0.002], [0.026, -0.007, 0.009], [0.017, 0.011, -0.011], [-0.003, -0.037, 0.039], [0.071, 0.021, 0.080], [-0.017, 0.015, -0.077], [-0.024, -0.002, -0.007], [-0.002, 0.009, 0.004], [0.000, -0.014, -0.021], [0.003, 0.016, -0.012], [0.016, 0.014, -0.023], [0.008, -0.018, 0.006], [-0.019, 0.019, -0.022], [-0.029, 0.003, 0.026], [-0.044, 0.026, 0.015], [0.015, -0.006, -0.006], [-0.013, -0.040, 0.009], [0.000, 0.002, 0.001], [0.010, 0.003, 0.004], [-0.006, -0.002, -0.004], [0.007, -0.017, 0.014], [0.001, -0.008, 0.000], [0.007, -0.003, 0.004], [0.004, -0.005, 0.006], [-0.001, 0.003, -0.006], [0.000, -0.002, 0.000], [0.006, -0.001, 0.004]],
  "mulliken_charge": [1.554, -1.683, 0.821, -1.534, 0.689, -0.421, -1.445, -1.116, 1.493, 0.453, -1.614, -1.929, -0.677, -0.109, -0.086, 0.380, -1.957, -0.722, -0.249, 0.436, 3.081, -1.553, -1.962, -1.575, 0.451, 0.310, 0.327, 0.193, 0.408, 0.421, 0.228, 0.352, 0.386, 0.430, 0.747, 0.185, 0.381, 0.456, 0.071, 0.648, 0.288, 0.588, 0.505, 0.551, 0.368, 0.442, 0.144, 0.335, 0.397, 0.475, -0.269, 0.582, 0.297, -0.344, 0.137, -0.126, -0.349, -0.326, -1.702, 0.700, -0.373, -0.447, 0.412, -0.628, -0.423, 0.412, -1.113, -0.419, 0.347, 0.233, 0.480, 0.324, 0.355, 0.368, 0.389, 0.292, 0.394, 0.436]
}

---

[2]
{
  "formula": "C21H60FN2O13S11",
  "method": "the ωB97M-V functional and the def2-TZVPD basis",
  "max_force_ev_per_a": 1.46,
  "mol_weight_g_mol": 920.4,
  "charge": -1,
  "e_tot_ev": -174246.717,
  "elements": ["C", "C", "C", "N", "S", "O", "O", "N", "S", "O", "O", "F", "H", "H", "H", "H", "H", "H", "C", "S", "O", "C", "H", "H", "H", "H", "H", "H", "C", "S", "O", "C", "H", "H", "H", "H", "H", "H", "C", "S", "O", "C", "H", "H", "H", "H", "H", "H", "C", "S", "O", "C", "H", "H", "H", "H", "H", "H", "C", "S", "O", "C", "H", "H", "H", "H", "H", "H", "C", "S", "O", "C", "H", "H", "H", "H", "H", "H", "C", "S", "O", "C", "H", "H", "H", "H", "H", "H", "C", "S", "O", "C", "H", "H", "H", "H", "H", "H", "C", "S", "O", "C", "H", "H", "H", "H", "H", "H"],
  "coordinates": [[1.862764, 7.554689, 0.606048], [1.078694, 6.313768, 0.338305], [-0.149214, 6.129135, 1.192452], [1.449979, 5.517164, -0.599613], [1.242321, 3.885572, -0.356490], [2.005596, 3.239440, -1.389124], [-0.157714, 3.519242, -0.314035], [1.977064, 3.735132, 1.073747], [1.396423, 2.666684, 2.055108], [0.355302, 3.171475, 2.904385], [1.197619, 1.358140, 1.503795], [2.660364, 2.511064, 3.003914], [2.044243, 7.614022, 1.679833], [2.780191, 7.580487, 0.024055], [1.268926, 8.444228, 0.352436], [-0.978503, 5.874701, 0.534844], [-0.024582, 5.289269, 1.879983], [-0.373166, 7.045371, 1.735990], [-0.010722, -1.478794, -0.515742], [0.291053, -1.419887, -2.276263], [-0.471861, -2.552544, -2.893785], [2.006586, -1.934128, -2.189209], [-1.054053, -1.218967, -0.347906], [0.190712, -2.481571, -0.135452], [0.625055, -0.746926, -0.013149], [2.078378, -2.905906, -1.697855], [2.572549, -1.186333, -1.633610], [2.389801, -1.999057, -3.206256], [-4.039852, -5.972419, -3.103206], [-4.768182, -4.349733, -3.327786], [-5.871413, -4.510640, -4.329633], [-3.366935, -3.634635, -4.174572], [-4.772699, -6.605734, -2.612342], [-3.781370, -6.383314, -4.081682], [-3.159689, -5.889639, -2.471373], [-3.141810, -4.218282, -5.067606], [-2.506644, -3.613298, -3.502418], [-3.625438, -2.615886, -4.454832], [2.385514, -6.836759, -0.533702], [2.551056, -5.763854, 0.893711], [1.898692, -4.475556, 0.548787], [4.321237, -5.509066, 0.734761], [1.330506, -7.080789, -0.645009], [2.742814, -6.319754, -1.422882], [2.962879, -7.746300, -0.373163], [4.539841, -5.083296, -0.243464], [4.835614, -6.462142, 0.853080], [4.623718, -4.819203, 1.520556], [-3.971937, 3.227921, 5.525672], [-2.665292, 2.848029, 4.338563], [-2.601752, 4.011835, 3.429988], [-3.572403, 1.558493, 3.474425], [-3.621542, 4.052137, 6.143440], [-4.875845, 3.523664, 4.992121], [-4.164608, 2.355577, 6.152173], [-4.505841, 1.967244, 3.086164], [-3.767515, 0.730587, 4.157495], [-2.942865, 1.221362, 2.653066], [0.329978, 13.000603, 1.004668], [1.261765, 11.643276, 0.278769], [0.646048, 10.386915, 0.775469], [2.760067, 11.881207, 1.232007], [-0.666525, 12.989204, 0.568240], [0.262714, 12.857619, 2.083297], [0.822974, 13.944712, 0.771060], [2.529181, 11.806338, 2.295637], [3.187335, 12.858482, 0.999845], [3.452061, 11.093169, 0.946341], [-4.970067, -5.375336, 2.220364], [-5.542111, -5.747399, 0.558772], [-4.339715, -5.761154, -0.315640], [-6.365152, -4.177672, 0.276103], [-4.384194, -6.224245, 2.566085], [-4.347262, -4.481238, 2.197138], [-5.829328, -5.230336, 2.875301], [-5.645592, -3.366567, 0.385685], [-7.184566, -4.067570, 0.986794], [-6.756264, -4.186396, -0.739398], [7.716694, -7.320488, -2.882480], [6.363549, -8.357891, -2.319404], [5.318923, -7.446711, -1.784675], [7.226887, -9.048325, -0.902494], [7.364768, -6.760550, -3.746075], [8.002426, -6.632284, -2.087158], [8.559682, -7.948627, -3.170496], [7.547863, -8.241101, -0.243998], [8.083879, -9.627107, -1.246825], [6.531893, -9.700371, -0.377683], [5.511819, 10.118239, 4.083492], [5.704122, 10.428214, 2.324476], [4.775235, 9.512460, 1.619084], [7.340530, 9.703854, 2.176563], [4.520062, 10.459435, 4.372911], [5.603977, 9.049318, 4.274366], [6.268667, 10.676206, 4.635428], [7.302928, 8.663721, 2.498788], [8.046096, 10.271387, 2.783984], [7.630983, 9.756472, 1.129707], [-7.247887, -9.469383, -4.239094], [-8.361297, -8.415537, -3.300881], [-9.740664, -8.925592, -3.533216], [-8.141839, -6.961747, -4.320265], [-7.264459, -10.458224, -3.785446], [-7.590762, -9.529154, -5.272022], [-6.238865, -9.059495, -4.192228], [-8.420335, -7.188696, -5.349653], [-7.104317, -6.628950, -4.268041], [-8.785448, -6.175300, -3.933088]],
  "forces_ev_per_angstrom": [[-0.503, 0.449, -0.817], [-0.477, -0.031, -0.222], [0.292, -0.196, -0.058], [1.145, 0.169, 0.882], [-0.513, -0.492, -0.631], [0.150, 0.178, -0.030], [-0.062, 0.163, 0.187], [-0.107, -0.186, 0.054], [-0.481, 0.237, -0.634], [0.216, -0.156, 0.368], [0.115, -0.269, 0.122], [0.053, 0.073, 0.129], [0.161, -0.049, 0.001], [0.116, -0.123, 0.170], [0.128, -0.273, 0.178], [-0.052, -0.075, 0.083], [-0.076, 0.032, 0.092], [0.035, -0.032, 0.089], [0.032, -0.028, 0.278], [-0.057, 0.097, 0.011], [-0.012, -0.126, -0.014], [0.198, -0.129, 0.013], [-0.003, 0.053, -0.073], [0.046, -0.030, -0.110], [-0.058, 0.082, -0.043], [-0.098, 0.020, 0.048], [-0.048, 0.047, -0.007], [-0.061, 0.037, -0.026], [0.073, -0.177, -0.308], [0.063, -0.012, 0.048], [-0.010, -0.119, -0.010], [0.134, 0.047, -0.029], [0.002, 0.032, 0.066], [-0.029, 0.116, -0.048], [-0.033, 0.013, 0.060], [-0.065, -0.030, 0.003], [0.004, 0.089, -0.007], [-0.026, 0.007, 0.031], [-0.067, -0.078, -0.107], [0.005, -0.064, 0.040], [-0.036, 0.089, -0.057], [0.101, 0.044, 0.030], [-0.019, 0.055, 0.061], [0.034, 0.018, 0.022], [0.039, 0.021, -0.012], [-0.031, -0.025, -0.018], [-0.009, -0.010, -0.035], [-0.053, 0.010, 0.012], [-0.116, -0.140, 0.073], [0.202, 0.155, -0.032], [-0.192, 0.119, 0.022], [-0.067, -0.097, -0.046], [0.040, 0.007, -0.027], [0.035, 0.012, -0.042], [0.006, 0.011, 0.018], [0.026, 0.045, -0.004], [0.030, -0.005, -0.001], [0.041, 0.039, 0.009], [-0.007, 0.087, 0.069], [0.006, -0.066, -0.027], [-0.193, 0.339, 0.040], [0.030, 0.250, -0.038], [0.007, -0.036, -0.020], [0.010, -0.042, -0.006], [0.000, -0.003, -0.013], [-0.055, -0.044, -0.018], [-0.023, 0.002, -0.017], [-0.073, -0.087, 0.000], [0.018, 0.063, 0.083], [-0.051, 0.021, 0.028], [-0.013, -0.045, 0.204], [-0.047, 0.084, 0.026], [-0.002, -0.018, -0.034], [0.008, -0.007, -0.044], [-0.007, -0.013, -0.006], [0.034, -0.028, -0.020], [-0.007, -0.018, -0.005], [0.025, -0.027, -0.012], [0.089, 0.045, -0.001], [0.000, -0.049, -0.087], [-0.003, 0.004, 0.089], [0.068, -0.001, 0.067], [-0.037, -0.013, 0.003], [-0.039, -0.005, 0.017], [-0.011, -0.009, -0.012], [-0.025, 0.024, -0.019], [-0.010, -0.012, -0.007], [-0.027, 0.004, -0.025], [0.029, -0.036, 0.097], [0.137, -0.026, 0.059], [0.012, -0.046, -0.028], [0.119, 0.002, 0.057], [-0.014, -0.001, -0.037], [-0.023, -0.010, -0.044], [-0.006, 0.016, -0.009], [-0.051, -0.004, -0.018], [0.000, 0.010, -0.011], [-0.040, 0.007, -0.014], [0.063, -0.057, -0.051], [0.000, 0.065, 0.055], [-0.002, -0.044, -0.043], [0.067, 0.044, -0.088], [-0.024, 0.010, 0.024], [-0.034, 0.022, 0.010], [-0.004, 0.011, 0.011], [-0.024, -0.062, 0.020], [-0.033, 0.105, -0.001], [0.004, -0.016, 0.054]],
  "mulliken_charge": [-1.350, 1.384, -1.053, -0.787, 1.206, -0.748, -0.619, -0.440, 0.972, -0.590, -0.526, -0.307, 0.312, 0.372, 0.279, 0.329, 0.199, 0.372, -0.640, 0.483, -0.662, -0.785, 0.323, 0.208, 0.265, 0.094, 0.385, 0.348, -1.117, 0.591, -0.687, -0.853, 0.229, 0.477, 0.461, 0.300, 0.281, 0.334, -0.843, 0.323, -0.491, -0.823, 0.378, 0.218, 0.326, 0.232, 0.288, 0.369, -0.973, 0.592, -0.559, -0.899, 0.311, 0.276, 0.345, 0.308, 0.350, 0.267, -1.017, 0.439, -0.592, -0.845, 0.343, 0.292, 0.378, 0.319, 0.446, 0.158, -1.020, 0.489, -0.517, -0.902, 0.318, 0.306, 0.385, 0.299, 0.410, 0.258, -0.975, 0.413, -0.493, -0.946, 0.315, 0.304, 0.389, 0.294, 0.390, 0.308, -0.967, 0.508, -0.519, -1.022, 0.287, 0.319, 0.395, 0.316, 0.382, 0.331, -0.867, 0.540, -0.671, -0.660, 0.312, 0.294, 0.301, 0.342, 0.106, 0.295]
}

---

Q: Which formula does entry 2 have?
A: C21H60FN2O13S11